C4H9O3 | ωB97M-V/def2-TZVPD

The total energy is -383.589389 a.u. As for the spin multiplicity: 1. The value obtained for the LUMO energy is 4.13 eV. Its total charge is -1. The energy above the lowest of the compared OMol25 structures with the same formula, charge and spin is 10.8 kcal/mol.

Geometry (Å):
C -1.8684 0.8763 -0.2505
C -0.4889 0.3544 -0.0211
C 0.4317 1.3182 0.6985
O 0.0528 0.1368 -1.3749
H -2.5235 0.0874 -0.5679
H -1.7491 1.6986 -1.0215
H -2.2894 1.3078 0.6677
H -0.5135 -0.5890 0.5359
H 0.0761 1.4746 1.7552
H 0.3396 2.3079 0.2406
H 1.4544 1.0012 0.5741
H 0.8913 -0.4093 -1.1714
O 2.0084 -1.3389 -0.5533
C 1.5501 -2.3789 0.0034
O 0.5891 -2.4475 0.7713
H 2.0392 -3.3996 -0.2863

Löwdin population analysis, charges in e, atoms 1 to 6: C -0.091; C -0.516; C -0.075; O -0.132; H 0.060; H 0.094

=====

C34H56N4O7Si | ωB97M-V/def2-TZVPD

The total energy is -2363.611073 a.u. As for the spin multiplicity: 1. The value obtained for the LUMO energy is -0.83 eV. The energy above the lowest of the compared OMol25 structures with the same formula, charge and spin is 240.7 kcal/mol.

Geometry (Å):
C -0.2475 -2.4736 3.7639
C -1.6398 -1.6636 4.0819
N -1.8264 -0.3846 3.2928
C -0.8390 -0.3236 2.1072
C -1.0931 -1.2231 0.7188
C -2.4791 -2.1124 0.7076
C -3.5780 -1.5971 -0.4439
C -4.8062 -0.7093 0.2442
C -4.3489 0.8864 0.0394
C -5.6266 1.7814 0.5596
O -5.2460 3.1668 0.8738
C -5.9088 4.1461 -0.0002
C -6.3037 5.4805 0.9203
C -0.0075 -1.2049 -0.5552
Si -0.2678 -2.2114 -2.1746
C -1.3880 -3.7639 -2.0324
C 1.4023 -2.8562 -2.9822
C -1.0746 -1.0969 -3.5777
C 1.3184 -0.2047 -0.3402
N 2.3923 -0.0731 -1.3864
C 2.0192 0.7732 -2.5643
C 3.1891 1.9635 -2.6747
C 1.5341 0.7156 1.0411
N 2.7597 1.5885 1.0806
C 2.8743 2.4228 2.3154
C 4.1830 3.4492 2.4162
C 5.4708 2.5524 1.8512
O 5.5801 2.6034 0.3581
C 7.0373 2.5183 0.0373
C 7.8029 3.9572 -0.2713
O 7.6566 1.3189 0.0542
C 1.7741 2.3235 3.5087
N 0.5509 1.4531 3.5780
C 0.4850 0.6836 2.2868
H -0.1531 -3.3303 4.5884
H -0.3356 -3.0378 2.7351
H 0.7318 -1.8292 3.8697
H -1.6899 -1.4324 5.2353
H -2.5264 -2.4100 3.8205
H -2.8051 -0.2534 2.9542
H -3.0876 -2.0693 1.7253
H -2.2121 -3.2689 0.5756
H -3.0767 -0.9764 -1.2994
H -4.1034 -2.5815 -0.8582
H -5.8105 -0.9387 -0.3581
H -4.9602 -0.9323 1.3842
H -3.3635 1.0341 0.6904
H -4.1273 1.1270 -1.0901
H -6.4874 1.6661 -0.2253
H -5.9764 1.2820 1.5857
H -6.9138 3.7882 -0.4804
H -5.1058 4.5209 -0.7720
H -5.6854 6.4328 0.5861
H -7.4384 5.7406 0.7047
H -6.2312 5.2784 2.0760
H -1.1137 -4.3116 -1.0131
H -1.1116 -4.5475 -2.8883
H -2.5368 -3.5629 -2.1302
H 2.0976 -3.2282 -2.1092
H 1.1037 -3.7802 -3.6736
H 1.8720 -1.9689 -3.5898
H -2.1282 -0.6843 -3.2802
H -1.2449 -1.8549 -4.4836
H -0.3179 -0.2944 -3.9686
H 2.8865 -0.9544 -1.6128
H 0.9908 1.3540 -2.4593
H 2.0114 0.2386 -3.6051
H 3.4693 2.2280 -3.7794
H 2.9251 2.8887 -1.9992
H 4.1546 1.4704 -2.1748
H 4.2946 3.7540 3.5443
H 4.0541 4.3847 1.6882
H 6.4829 2.8430 2.3613
H 5.2611 1.4111 2.1110
H 8.7439 3.8274 -0.9642
H 8.0812 4.3951 0.8029
H 6.9968 4.7014 -0.7079
H 1.9575 3.0379 4.4485
O -0.7629 1.9941 -5.4694
C -1.4042 1.3432 -6.2776
C -2.1116 1.8997 -7.4760
C -3.0248 0.7631 -7.8605
C -2.2610 -0.4472 -7.3908
O -1.5421 -0.0145 -6.2368
H -1.3771 2.1137 -8.2573
H -2.6765 2.7985 -7.2183
H -3.2628 0.7348 -8.9272
H -3.9672 0.8455 -7.3056
H -1.5424 -0.8009 -8.1376
H -2.9279 -1.2716 -7.1222
O 1.0825 -5.8522 6.2083
C 1.9678 -5.0196 6.1032
C 3.4379 -5.2989 6.1877
C 4.0114 -3.9186 6.3860
C 3.0100 -3.0409 5.6819
O 1.7531 -3.6958 5.8472
H 3.7712 -5.7468 5.2474
H 3.6670 -5.9536 7.0317
H 5.0280 -3.8075 5.9996
H 4.0279 -3.6781 7.4560
H 3.2180 -2.9495 4.6107
H 2.9648 -2.0400 6.1210

Löwdin population analysis, charges in e, atoms 1 to 6: C -0.115; C -0.258; N -0.076; C -0.095; C -0.069; C -0.174

=====

C7H14N2 | ωB97M-V/def2-TZVPD

The total energy is -384.567624 a.u. As for the spin multiplicity: 1. The value obtained for the LUMO energy is 0.69 eV. The energy above the lowest of the compared OMol25 structures with the same formula, charge and spin is 40.3 kcal/mol.

Geometry (Å):
C 1.2694 1.5257 -0.2682
C 0.4684 0.4669 -0.0454
C 1.0747 -0.9006 0.0876
C 2.5149 -1.0045 0.5844
N 0.5335 -2.0484 -0.1153
C -0.5176 -2.3404 -1.0578
C -1.1211 0.6183 0.0383
C -1.5415 1.2357 1.3709
N -1.6168 1.4206 -1.0683
H 2.3312 1.4373 -0.4764
H 0.8802 2.5396 -0.2813
H 2.6369 -1.8787 1.2317
H 2.8205 -0.1323 1.1647
H 3.1707 -1.1304 -0.2844
H -0.3231 -3.3264 -1.4969
H -1.4699 -2.4496 -0.5281
H -0.6058 -1.6071 -1.8648
H -1.6099 -0.3507 -0.0186
H -1.2181 0.5993 2.2009
H -2.6344 1.3188 1.4278
H -1.1154 2.2333 1.5169
H -2.6317 1.3914 -1.1283
H -1.2951 2.3821 -0.9895

Löwdin population analysis, charges in e, atoms 1 to 6: C 0.072; C -0.170; C -0.318; C -0.055; N 0.014; C -0.144

=====

LUMO of number 3 (C7H14N2)?
0.69 eV

=====

Number 1 is which compound?
C4H9O3

=====

The lowest LUMO belongs to which entry?
C34H56N4O7Si

=====

Number 1 is which compound?
C4H9O3